(i)
A 2-piece molecular cluster, C6H12N2O overall, computed with ωB97M-V/def2-TZVPD.

Output
HOMO energy: -0.3362 Ha
LUMO level: 0.48 eV
SMILES: [H]/N=C(/C)C(C)=O.[H]/N=C\C

Cartesian coordinates (Å):
H  -0.6068  -1.6858  -1.2872
N  -1.3317  -1.7056  -0.5705
C  -1.5610  -0.5767  -0.0534
C  -2.6713  -0.4180  0.9369
C  -0.8076  0.6866  -0.4453
C  0.0876  1.2331  0.9221
O  -1.2771  1.5382  -1.1623
H  -2.3113  0.0078  1.8715
H  -3.4234  0.2618  0.5332
H  -3.1154  -1.3895  1.1458
H  -0.7015  1.4960  1.6252
H  0.7142  0.5217  1.4546
H  0.5484  2.1608  0.5993
H  3.1333  1.4454  -0.8345
N  2.2274  1.2875  -1.2667
C  1.6753  0.2021  -1.0265
C  2.1349  -1.0555  -0.3621
H  0.5274  0.1044  -1.4705
H  2.6019  -1.7075  -1.1016
H  2.8633  -0.8144  0.4171
H  1.2935  -1.5925  0.0747

***

(ii)
A 2-piece molecular cluster, C6H12N2O overall, computed with ωB97M-V/def2-TZVPD.

Output
HOMO energy: -0.3346 Ha
LUMO level: 0.90 eV
SMILES: CCC#[N+][O-].CC(C)=N

Cartesian coordinates (Å):
C  -0.2329  -1.3372  2.7252
C  0.0392  0.1181  3.0946
C  -0.1785  1.2475  2.1563
N  -0.5368  1.8435  1.2256
O  -0.8833  2.5821  0.3728
H  -1.4013  -1.4550  2.8247
H  0.1411  -1.9667  3.4244
H  0.2183  -1.5443  1.7101
H  1.1355  0.3964  3.3113
H  -0.4724  0.2892  4.1164
C  1.5694  -0.2189  -2.1298
C  0.0917  -0.0990  -1.8526
C  -0.6998  0.4202  -3.0427
N  -0.4583  -0.6351  -0.8268
H  2.0342  -0.4789  -1.1157
H  1.8077  0.7057  -2.5880
H  1.7534  -1.1924  -2.7510
H  -0.2527  1.5322  -3.0928
H  -1.8240  0.5908  -2.7864
H  -0.3782  -0.1860  -3.9802
H  -1.4725  -0.6124  -0.7956

***

The most stable arrangement is (i), and the next structure is 38.3 kcal/mol less stable.

***

(i)
One molecule with the formula C6H12N2O, computed with ωB97M-V/def2-TZVPD.

Output
HOMO energy: -0.2928 Ha
LUMO level: 0.92 eV
SMILES: C=C(N)[C@H](C)C(=C)NO

Cartesian coordinates (Å):
C  1.4462  0.6314  1.9917
C  1.2655  -0.1080  0.8944
N  2.2629  -0.8142  0.2548
C  -0.4753  -0.2518  0.2824
C  -0.7681  -1.7121  0.0008
C  -0.2700  0.6615  -0.7853
C  0.5559  1.1976  -1.6600
N  -1.9883  0.8974  -1.2369
O  -2.9235  1.0766  -0.1814
H  2.3743  0.6118  2.5590
H  0.6532  1.2568  2.3853
H  1.9542  -1.5592  -0.3560
H  3.0505  -1.0925  0.8330
H  -1.0461  0.1684  1.1112
H  -0.3823  -2.3349  0.8132
H  -0.3173  -2.0474  -0.9357
H  -1.8475  -1.8632  -0.0699
H  1.6170  1.2895  -1.4678
H  0.1560  1.7478  -2.5037
H  -2.3923  0.2071  -1.8732
H  -2.9249  2.0374  -0.0557

***

(ii)
One molecule with the formula C6H12N2O, computed with ωB97M-V/def2-TZVPD.

Output
HOMO energy: -0.3381 Ha
LUMO level: 0.93 eV
SMILES: C#CC(N)(N)[C@@H](C)OC

Cartesian coordinates (Å):
C  2.5706  0.9106  1.0254
C  1.4011  0.6660  0.9087
C  -0.0650  0.4970  0.8158
N  -0.6227  1.8269  0.7078
N  -0.5188  0.0434  2.1159
C  -0.5283  -0.5122  -0.3275
C  -2.0390  -0.4176  -0.6261
O  0.1157  -0.3411  -1.6019
C  1.4075  -0.9314  -1.6855
H  3.5912  1.1939  1.1489
H  -0.0738  2.3527  0.0321
H  -1.5619  1.7906  0.3337
H  0.1278  -0.6627  2.4603
H  -1.4218  -0.4082  2.0390
H  -0.3482  -1.5402  0.0194
H  -2.2435  0.3342  -1.3986
H  -2.4040  -1.3709  -1.0245
H  -2.6412  -0.1837  0.2565
H  2.1569  -0.1373  -1.7259
H  1.4705  -1.4989  -2.6181
H  1.6267  -1.6111  -0.8554

***

(iii)
One molecule with the formula C6H12N2O, computed with ωB97M-V/def2-TZVPD.

Output
HOMO energy: -0.3300 Ha
LUMO level: 0.90 eV
SMILES: C=C[C@@H](N)N(O)C(=C)C

Cartesian coordinates (Å):
C  2.9702  -1.1715  0.7181
C  1.8559  -0.5944  1.1682
C  0.4213  -0.5527  0.2644
N  -0.5068  -1.4662  0.9054
N  0.1087  0.8401  0.2934
O  -0.4679  1.2125  1.4946
C  -0.8704  1.0002  -0.9902
C  -0.3574  1.3009  -2.1860
C  -2.3502  0.9673  -0.7431
H  3.0210  -1.6256  -0.2692
H  3.8758  -1.2120  1.3202
H  1.8429  -0.1261  2.1515
H  0.7416  -0.8925  -0.7226
H  -0.4127  -2.3741  0.4575
H  -0.2465  -1.5846  1.8802
H  -1.1248  0.5034  1.6729
H  0.7151  1.2992  -2.3568
H  -0.9818  1.5979  -3.0249
H  -2.6226  1.6286  0.0853
H  -2.9244  1.2955  -1.6174
H  -2.6871  -0.0459  -0.5013

***

The most stable arrangement is (ii), and the next structure is 28.2 kcal/mol less stable.

***

(i)
One molecule with the formula C6H12N2O, computed with ωB97M-V/def2-TZVPD.

Output
HOMO energy: -0.2397 Ha
LUMO level: 0.83 eV

Cartesian coordinates (Å):
C  2.5165  0.4958  -0.0574
C  1.3286  1.3560  0.3533
C  1.9934  -0.8548  0.1272
C  0.2659  0.4299  -0.0916
C  -2.1524  -1.4156  0.5615
C  -1.8187  -0.3131  -0.6834
N  -1.6894  2.0108  -0.1091
N  -1.0543  0.8716  -0.2853
O  0.6471  -0.8430  -0.3270
H  2.8224  0.6785  -1.1072
H  3.5560  0.5759  0.4361
H  1.1671  1.4338  1.3762
H  1.2618  2.2768  -0.0809
H  2.5180  -1.7199  -0.4099
H  1.9324  -1.0107  1.1674
H  -3.1193  -1.1268  1.0884
H  -2.3166  -2.4087  0.0443
H  -1.2644  -1.5250  1.1823
H  -1.2578  -0.7803  -1.4373
H  -2.7555  0.0242  -1.1349
H  -2.5808  1.8447  -0.6128

***

(ii)
C6H12N2O as an isolated structure, computed with ωB97M-V/def2-TZVPD.

Output
HOMO energy: -0.2351 Ha
LUMO level: 0.82 eV

Cartesian coordinates (Å):
C  1.5397  0.6096  0.5072
C  -1.1644  0.9386  -1.1191
C  -0.8745  -1.4814  -1.1418
N  -0.4004  -0.2087  -0.5800
C  1.2681  -0.0676  -0.7141
N  1.2398  2.0197  0.6286
C  -0.2545  -0.1959  1.0456
C  -0.3504  -1.3382  1.7802
O  1.8816  -0.7679  -1.4667
H  2.3690  0.1786  1.0706
H  2.0094  2.5866  0.2886
H  1.0737  2.2598  1.6014
H  -0.7357  0.7042  1.4081
H  -1.1868  0.9070  -2.2096
H  -0.6902  1.8598  -0.7904
H  -2.1837  0.8973  -0.7341
H  -0.3342  -2.3168  -0.7102
H  -0.6902  -1.4791  -2.2163
H  -1.9402  -1.5805  -0.9461
H  -0.7056  -1.2593  2.7972
H  0.1295  -2.2656  1.5009

***

The most stable arrangement is (i), and the next structure is 6.9 kcal/mol less stable.

***

(i)
One molecule with the formula C2H6N4O2, computed with ωB97M-V/def2-TZVPD.

Output
HOMO energy: -0.3381 Ha
LUMO level: 0.53 eV
SMILES: NN/C(=N/C=O)NO

Cartesian coordinates (Å):
N  -2.7950  0.1334  0.0147
N  -1.6514  -0.7237  0.2585
C  -0.3816  -0.2705  -0.1126
N  0.5066  -1.1793  -0.4533
C  1.8507  -1.0667  -0.0585
O  2.3145  -0.0564  0.4806
N  -0.2029  1.0418  0.0325
O  0.8954  1.8235  -0.2865
H  -3.5064  -0.2814  -0.7181
H  -3.3174  0.1413  0.9226
H  -1.7720  -1.7744  0.1778
H  2.5383  -1.9180  -0.2874
H  -1.0044  1.5902  0.2276
H  1.5677  1.2230  0.1841

***

(ii)
One molecule with the formula C2H6N4O2, computed with ωB97M-V/def2-TZVPD.

Output
HOMO energy: -0.3171 Ha
LUMO level: 0.17 eV
SMILES: [H]/N=C(/NN)OC(N)=O

Cartesian coordinates (Å):
H  0.3366  2.1392  0.3922
N  -0.6582  1.7841  0.1834
C  -0.7730  0.5493  -0.2166
N  -2.0081  0.0027  -0.3030
N  -2.4198  -1.1335  0.4150
O  0.1444  -0.3848  -0.4548
C  1.5453  -0.1192  -0.0120
N  2.2796  -1.2551  -0.0149
O  1.8503  1.0232  0.1655
H  -2.5901  0.8314  -0.0178
H  -2.5766  -1.8866  -0.2990
H  -1.4565  -1.4241  1.0198
H  3.2833  -0.8262  0.2288
H  2.0579  -2.3090  0.3986

***

The most stable arrangement is (ii), and the next structure is 8.5 kcal/mol less stable.

***

(i)
A 2-piece molecular cluster, C5H11NO overall, computed with ωB97M-V/def2-TZVPD.

Output
spin multiplicity: 2
<S²>: 1.6538
HOMO energy (spin up / spin down): -0.5161 / -0.5014 Ha
LUMO level (spin up / spin down): -4.81 / -7.74 eV
net charge: +1

Cartesian coordinates (Å):
C  1.0443  -0.9191  0.4459
C  0.5275  0.3871  -0.1961
C  -0.9853  0.3838  -0.0136
C  -1.7146  1.4981  -0.2325
N  0.1485  -2.0187  0.1768
C  0.7314  -2.9438  -0.7609
O  -0.0297  3.3313  0.6706
H  1.3143  -0.7417  1.5108
H  2.0293  -1.1536  0.0423
H  0.7637  1.3837  0.2146
H  0.7765  0.3269  -1.2739
H  -1.3669  -0.6180  0.1893
H  -2.7481  1.4115  -0.5873
H  -1.4347  2.5155  0.1522
H  1.7439  -3.2611  -0.5368
H  0.0465  -3.7824  -0.9189
H  0.6857  -2.5327  -1.7948
H  0.1086  4.2460  0.9930

***

(ii)
C5H11NO as an isolated structure, computed with ωB97M-V/def2-TZVPD.

Output
spin multiplicity: 2
<S²>: 0.7540
HOMO energy (spin up / spin down): -0.5762 / -0.5637 Ha
LUMO level (spin up / spin down): -5.00 / -6.69 eV
net charge: +1

Cartesian coordinates (Å):
C  2.3440  -0.9939  0.5315
C  1.1932  -0.3445  -0.2620
N  -0.1047  -0.4824  0.5550
C  -1.2626  0.9257  -1.1933
C  -1.1708  0.0845  0.0560
C  -2.4792  -0.1491  0.7536
O  1.5042  0.9007  -0.5735
H  2.0133  -1.8031  1.1763
H  2.7374  -0.2064  1.1794
H  3.1248  -1.2896  -0.1618
H  0.9849  -0.9428  -1.1642
H  -0.6108  0.4908  -1.9554
H  -0.8380  1.9048  -0.9457
H  -2.2594  1.0007  -1.5962
H  -0.2813  0.6315  0.9187
H  -2.4766  -0.9398  1.4917
H  -2.8234  0.8290  1.0786
H  -3.1335  -0.5017  -0.0096

***

The most stable arrangement is (ii), and the next structure is 79.9 kcal/mol less stable.

***

(i)
An isolated ion of composition C3H3N2O2 and charge -1, computed with ωB97M-V/def2-TZVPD.

Output
HOMO energy: -0.0911 Ha
LUMO level: 4.27 eV
net charge: -1
SMILES: [H]/N=C(\[O-])NC=C=O

Cartesian coordinates (Å):
H  -0.5292  1.5495  -1.6590
N  -0.0585  0.7981  -1.0576
C  -0.5712  -0.4004  -0.9450
O  -1.2959  -1.0035  -1.8034
N  -0.2296  -1.0669  0.2405
C  0.5231  -0.2923  1.0903
C  0.6034  1.0182  0.8036
O  1.0359  2.1289  1.0294
H  -0.2780  -1.9783  0.3706
H  0.8001  -0.7533  1.9307

***

(ii)
An isolated ion of composition C3H3N2O2 and charge -1, computed with ωB97M-V/def2-TZVPD.

Output
HOMO energy: -0.1235 Ha
LUMO level: 4.21 eV
net charge: -1
SMILES: NNc1c([O-])c1=O

Cartesian coordinates (Å):
N  -1.7512  -0.4248  0.5723
N  -1.1193  0.4719  -0.3955
C  0.1952  0.1985  -0.3553
C  1.4400  0.6780  -0.0193
O  2.1353  1.7399  -0.0397
C  1.2980  -0.6708  -0.4335
O  1.7727  -1.8046  -0.5745
H  -1.3942  -1.3072  0.2029
H  -1.2274  -0.3532  1.4515
H  -1.3491  1.4725  -0.4090

***

The most stable arrangement is (i), and the next structure is 49.0 kcal/mol less stable.